{"formula": "C2HN3O2S", "method": "wB97M-V/def2-TZVPD", "fmax_ev_per_a": 4.783, "lumo_ha": -0.0580, "charge": 0, "de_lowest_kcal_mol": 91.8, "gap_ev": 7.7, "smiles": "Oc1nnc(=S)on1", "e_homo_ha": -0.3409, "energy_ev": -21485.7205, "elements": ["O", "C", "N", "N", "C", "S", "O", "N", "H"], "coordinates": [[1.816802, 1.692288, -1.751463], [0.966033, 1.039626, -1.007974], [0.516160, -0.286278, -1.548753], [-0.190923, -0.992253, -0.909974], [-0.553050, -0.655726, 0.555266], [-1.699861, -1.382090, 1.563562], [0.130493, 0.332996, 1.090925], [0.704757, 1.427267, 0.215796], [1.931577, 2.566611, -1.315926]], "forces_ev_per_a": [[-0.6, 1.0, -0.5], [-1.0, -2.0, 3.8], [2.5, 3.3, -1.8], [-2.5, -2.2, 3.4], [-1.2, 0.0, 0.5], [1.9, 0.5, -2.3], [0.4, 1.3, -1.3], [0.4, -1.4, -1.4], [0.3, -0.5, -0.4]], "nbo_charge": [-0.60, 0.55, -0.11, -0.08, 0.26, -0.01, -0.35, -0.19, 0.51]}